1.
3 unconnected molecules or ions with the total composition C3H6Cl2O3. Source: OMol25; level of theory: the ωB97M-V functional and the def2-TZVPD basis.

Output
ΔE to the lowest compared entry with this formula, charge and spin ... 0.7631 eV
SMILES ... O=CC(=O)O.CCl.Cl
Lowest unoccupied orbital energy ... -0.267 eV

CARTESIAN COORDINATES (ANGSTROEM)
O 1.2238 1.1530 1.5518
C 0.6608 1.7597 0.7009
C -0.1171 1.0681 -0.4563
O -1.3123 0.9374 -0.5294
O 0.7233 0.7551 -1.4805
H 0.2523 2.7965 0.8672
H 0.2707 0.4921 -2.3536
C 1.2029 -2.2359 0.9109
Cl 0.3855 -3.0252 -0.4738
H 0.3953 -1.8174 1.5256
H 1.8986 -2.8516 1.4321
H 1.6751 -1.3807 0.3578
Cl -4.1666 1.4129 -1.2111
H -3.0923 0.9360 -0.8416

2.
A molecular structure, C3H6ClF. Source: OMol25; level of theory: the ωB97M-V functional and the def2-TZVPD basis.

Output
ΔE to the lowest compared entry with this formula, charge and spin ... 4.9626 eV
Lowest unoccupied orbital energy ... 0.797 eV

CARTESIAN COORDINATES (ANGSTROEM)
C -1.4681 0.1726 -0.0749
C -0.0427 -0.2382 -0.6261
C 1.0844 -0.1448 0.3499
H -2.0043 0.9221 -1.0680
H -1.9981 -0.8922 0.4372
H -0.9298 0.9315 1.1025
H 0.0947 -1.1950 -0.9162
H 0.6543 0.3269 -1.4434
H 1.1276 -0.5589 1.5530
F 2.0935 -0.6981 -0.3511
Cl 1.3886 1.3741 1.0371

3.
A single C3H6ClFO molecule. Source: OMol25; level of theory: the ωB97M-V functional and the def2-TZVPD basis.

Output
ΔE to the lowest compared entry with this formula, charge and spin ... 1.1563 eV
SMILES ... COC[C@H](F)Cl
Lowest unoccupied orbital energy ... 0.938 eV

CARTESIAN COORDINATES (ANGSTROEM)
C 1.3616 -0.8559 -0.5290
O 1.0409 0.4031 0.0266
C -0.1365 0.3940 0.8871
C -1.4207 0.5855 -0.0527
F -1.3719 -0.3206 -1.0428
Cl -1.3231 2.1958 -0.7725
H 1.4097 -1.6229 0.2850
H 0.7666 -1.1536 -1.3740
H 2.4339 -0.7280 -0.8751
H -0.3652 -0.5506 1.3661
H -0.0382 1.2663 1.5934
H -2.3571 0.3868 0.4878

4.
A single C3H6ClFS molecule. Source: OMol25; level of theory: the ωB97M-V functional and the def2-TZVPD basis.

Output
ΔE to the lowest compared entry with this formula, charge and spin ... 0.3485 eV
SMILES ... FC[C@H](S)CCl
Lowest unoccupied orbital energy ... 0.590 eV

CARTESIAN COORDINATES (ANGSTROEM)
F 0.1763 1.8138 -0.9189
C 0.1975 1.2790 0.3934
C 0.2019 -0.2331 0.2495
S 1.7737 -0.8427 -0.3806
C -0.8514 -0.7868 -0.7355
Cl -2.5365 -0.4000 -0.1765
H -0.7563 1.5647 0.9029
H 0.9928 1.7623 1.0200
H 0.1406 -0.5358 1.3111
H 2.1308 -1.4379 0.7662
H -0.5861 -0.3050 -1.6818
H -0.8834 -1.8783 -0.7496

5.
A gas-phase ion, C3H6ClN2O (charge +1). Source: OMol25; level of theory: the ωB97M-V functional and the def2-TZVPD basis.

Output
ΔE to the lowest compared entry with this formula, charge and spin ... 3.1924 eV
Net charge ... +1
SMILES ... N/C=C(O)/[NH+]=C/Cl
Lowest unoccupied orbital energy (alpha / beta) ... -5.298 / -5.121 eV

CARTESIAN COORDINATES (ANGSTROEM)
N -0.9155 1.6034 1.0536
C -0.0349 0.7837 0.4379
C -0.3941 -0.0727 -0.5924
O -1.4636 -0.1284 -1.4584
N 0.4558 -1.0663 -0.8069
C 1.3336 -1.3677 0.1689
Cl 2.8118 -2.0129 -0.1160
H -0.3225 2.1174 1.6565
H -1.8207 1.2663 1.2062
H 0.9596 1.0977 0.6380
H -2.0137 0.7184 -1.6811
H 0.2798 -1.6403 -1.6928
H 1.1243 -1.2984 1.1865

6.
2 unconnected molecules or ions with the total composition C3H6ClN2O. Source: OMol25; level of theory: the ωB97M-V functional and the def2-TZVPD basis.

Output
Net charge ... +1
Lowest unoccupied orbital energy (alpha / beta) ... -5.333 / -7.172 eV
Multiplicity ... 3

CARTESIAN COORDINATES (ANGSTROEM)
C 2.2198 2.3450 -0.0842
C 1.3554 0.0145 -0.0641
C -2.0216 -1.6293 0.5763
N 1.8868 1.1322 0.0145
N -1.0450 0.1551 -0.6170
O -1.4783 -1.1552 -0.6744
Cl 1.5329 -1.5101 0.3773
H 2.3308 3.0810 0.6851
H 2.5151 2.6288 -1.0680
H -1.4495 -2.6050 0.6902
H -3.0791 -2.0056 0.4458
H -2.0205 -0.8329 1.2817
H -0.7471 0.3814 -1.5633

Number 1: E_tot -1263.98313 hartree. Number 2: E_tot -677.77482 hartree. Number 3: E_tot -753.16494 hartree. Number 4: E_tot -1076.13380 hartree. Number 5: E_tot -762.51811 hartree. Number 6: E_tot -762.32707 hartree.